Entry from OMol25: a 4-piece molecular cluster, C3H12IN6O3 overall at a distorted geometry (ωB97M-V/def2-TZVPD).

Last column: Mulliken charge in e.
Positions of all 25 atoms, in Å:
O1 -1.1636 -0.4376 -4.9910  -0.667
I1 -0.2139 -0.7117 -0.0252  -0.697
N1 -1.0678 1.0006 -3.2297  -0.297
H1 -2.5938 -1.9238 1.0387  0.104
H2 2.9171 0.0517 2.6671  0.153
O2 -4.3739 -1.8559 3.6324  -0.693
H3 6.0736 1.4087 1.9310  0.206
C1 -1.1517 0.7221 -4.5640  0.581
H4 -0.9267 0.1912 -2.6389  0.094
C2 4.1312 1.0467 1.2542  0.571
H5 -2.0436 -1.4156 4.3705  0.199
N2 5.2336 0.8726 2.0230  -0.369
N3 -3.3982 -2.1596 1.6023  -0.380
H6 -1.2608 -2.0216 2.9224  0.180
H7 5.1828 0.2548 2.8105  0.160
H8 -1.3817 2.7172 -5.0304  0.161
H9 2.2075 0.4080 1.1385  0.088
N4 -2.0862 -1.7518 3.4248  -0.331
O3 4.1192 1.7575 0.2538  -0.639
N5 -1.3122 1.7794 -5.3799  -0.364
H10 -4.3685 -2.0308 1.3467  0.223
C3 -3.3513 -1.8715 2.9356  0.597
H11 -0.8697 1.9069 -2.8544  0.168
H12 -1.3266 1.6660 -6.3741  0.212
N6 3.0252 0.3965 1.7363  -0.260

Cartesian forces (eV/Å) of the 2 atoms listed first:
O 0.2 0.9 0.1
I 0.0 -0.1 0.2

As for the max |F|: 0.038 Eh/bohr. Its orbital gap is 7.43 eV. The calculation puts the HOMO energy at -4.6 eV. As for the energy above the lowest of the compared OMol25 structures with the same formula, charge and spin: 21.9 kcal/mol. The calculation puts the molar mass at 307.07 g/mol. The total charge is -1.